Record 1
{"formula": "C13H42O13", "method": "the ωB97M-V functional and the def2-TZVPD basis", "species": ["O", "C", "C", "O", "H", "H", "H", "H", "H", "H", "O", "C", "C", "O", "H", "H", "H", "H", "H", "H", "O", "C", "C", "O", "H", "H", "H", "H", "H", "H", "O", "C", "C", "O", "H", "H", "H", "H", "H", "H", "O", "C", "C", "O", "H", "H", "H", "H", "H", "H", "C", "O", "H", "H", "H", "H", "C", "O", "H", "H", "H", "H", "C", "O", "H", "H", "H", "H"], "positions_angstrom": [[-0.5532, 4.7420, -1.8010], [-1.4138, 3.6622, -2.1852], [-1.1142, 2.4918, -1.2878], [-1.6800, 2.6883, 0.0111], [-0.9442, 5.5670, -2.0999], [-2.4535, 3.9897, -2.0749], [-1.2899, 3.3848, -3.2393], [-0.0280, 2.4001, -1.2228], [-1.5944, 1.6019, -1.6879], [-1.5778, 3.6201, 0.2360], [-2.7440, -1.9436, 0.8128], [-3.1095, -3.2950, 1.1457], [-2.3908, -3.7159, 2.4034], [-3.0187, -3.1988, 3.5771], [-2.6084, -1.8700, -0.1353], [-4.1914, -3.3051, 1.3100], [-2.9040, -3.9603, 0.3022], [-1.3639, -3.3317, 2.3975], [-2.3327, -4.8039, 2.4308], [-2.9588, -2.2401, 3.5096], [-0.6121, -1.8822, -2.7578], [-0.2417, -1.4049, -4.0608], [-0.7449, 0.0142, -4.2519], [-2.1633, 0.0921, -4.2651], [-0.1835, -1.3310, -2.0921], [0.8455, -1.4238, -4.1765], [-0.7553, -2.0918, -4.7347], [-0.3396, 0.5182, -5.1272], [-0.3748, 0.5700, -3.3725], [-2.4727, -0.6043, -3.6735], [-3.5043, 1.6886, 3.0468], [-2.5966, 0.7662, 3.6444], [-1.4807, 0.3695, 2.7173], [-0.6149, 1.4705, 2.4538], [-2.9739, 2.3997, 2.6727], [-2.2424, 1.1408, 4.6155], [-3.2141, -0.0844, 3.9595], [-1.9136, 0.0097, 1.7840], [-0.8810, -0.4422, 3.1348], [-0.9910, 2.0139, 1.7505], [2.1951, 2.1569, 0.0221], [3.3719, 1.9968, 0.8451], [2.8659, 2.0045, 2.2526], [2.6074, 3.3373, 2.6668], [2.2489, 2.9738, -0.4809], [3.7829, 1.0147, 0.6131], [4.0501, 2.8263, 0.6581], [3.6510, 1.6185, 2.9237], [1.9899, 1.3576, 2.3473], [2.2059, 3.3457, 3.5389], [1.7531, -4.5368, 1.2438], [2.5018, -3.4227, 1.6550], [1.8307, -5.3536, 1.9732], [0.7144, -4.2436, 1.1279], [2.0816, -4.9893, 0.2993], [3.4291, -3.6582, 1.7328], [3.9612, 0.6444, -2.7207], [2.7523, 0.3875, -3.4087], [4.2264, -0.1591, -2.0224], [4.7722, 0.6708, -3.4487], [3.9213, 1.6094, -2.2065], [2.0498, 0.2264, -2.7708], [0.6010, -0.9548, 0.0883], [1.0244, -0.1458, -1.0402], [0.2120, -0.3126, 0.8755], [-0.1434, -1.6750, -0.2413], [1.4704, -1.5122, 0.4407], [1.5987, 0.5212, -0.6331]], "lowdin_charge": [-0.06, -0.23, -0.22, -0.07, 0.09, 0.13, 0.12, 0.10, 0.12, 0.09, -0.09, -0.22, -0.24, -0.06, 0.08, 0.12, 0.12, 0.11, 0.12, 0.06, -0.09, -0.21, -0.25, -0.07, 0.02, 0.11, 0.12, 0.13, 0.09, 0.08, -0.05, -0.24, -0.25, -0.08, 0.07, 0.12, 0.11, 0.10, 0.12, 0.04, -0.10, -0.20, -0.26, -0.06, 0.10, 0.12, 0.13, 0.12, 0.11, 0.09, -0.17, -0.12, 0.08, 0.06, 0.08, 0.08, -0.16, -0.12, 0.08, 0.08, 0.07, 0.03, -0.07, -0.17, 0.07, 0.07, 0.08, 0.03], "de_lowest_kcal_mol": 1.7, "energy_ev": -40775.9649, "orbital_gap_ev": 10.4, "molar_mass_da": 406.466, "multiplicity": 1, "smiles": "OCCO.OCCO.OCCO.OCCO.OCCO.CO.CO.CO", "e_homo_ev": -9.93}

---

Record 2
{"formula": "C4H12NO2S", "method": "the ωB97M-V functional and the def2-TZVPD basis", "species": ["C", "C", "C", "S", "N", "C", "O", "H", "H", "H", "H", "H", "H", "H", "H", "H", "H", "H", "H", "O"], "positions_angstrom": [[-0.4056, 1.0881, 0.8174], [-0.7991, 0.4868, -0.5409], [-1.9254, -0.5690, -0.4256], [-3.4123, 0.0949, 0.3592], [0.3849, 0.0233, -1.2601], [1.0605, -1.2000, -0.6650], [1.5041, -1.0269, 0.5907], [-1.2072, 1.7425, 1.1377], [-0.1607, 0.2563, 1.4902], [0.5100, 1.6910, 0.6254], [-1.2009, 1.3060, -1.1467], [-2.1579, -0.9627, -1.4357], [-1.5644, -1.4269, 0.2119], [-2.1442, 0.3162, 1.8950], [0.1484, -0.2412, -2.2022], [0.3661, -2.0725, -0.7225], [1.8315, -1.4359, -1.4169], [2.4087, 0.1754, 0.7172], [3.7705, 0.7327, 1.2249], [2.9931, 1.0219, 0.7458]], "lowdin_charge": [-0.15, -0.51, -0.66, 0.53, -0.04, -0.48, -0.29, 0.02, 0.06, 0.09, 0.11, 0.07, 0.07, 0.16, 0.07, 0.08, 0.08, -0.04, -0.02, -0.17], "de_lowest_kcal_mol": 74.1, "energy_ev": -20760.8510, "orbital_gap_ev": 6.0, "molar_mass_da": 138.212, "multiplicity": 1, "total_charge": -1, "e_homo_ev": -3.53}